Below is a cluster of 11 separate species, C44H91NO31 in total in a non-equilibrium geometry, with properties calculated with wB97M-V/def2-TZVPD.

The geometry in XYZ format:
```
167
C44H91NO31 (wB97M-V/def2-TZVPD)
C 1.1783 -0.6003 0.3225
C -0.2710 -0.4891 -0.0544
C -0.5837 0.4871 -1.2101
O -0.2550 1.8243 -0.8877
C -0.6631 2.2724 0.3575
N -0.5778 -1.8342 -0.4565
H 1.5677 0.4024 0.4992
H 1.7296 -1.0693 -0.4925
H 1.3094 -1.1000 1.2823
H -0.8852 -0.1948 0.7966
H -1.6693 0.4832 -1.3078
H -0.0638 0.2750 -2.1444
H -0.0100 1.8415 1.1164
H -1.6836 1.9250 0.5189
H -0.6882 3.3582 0.2663
H -0.3827 -2.5492 0.2297
H 0.1563 -1.9726 -1.1362
C -7.3555 3.1580 0.7767
C -6.4091 2.4558 -0.1930
O -5.1355 3.0411 0.0566
C -4.5676 4.0172 -0.7791
O -5.1636 4.6788 -1.6448
O -3.3317 4.2461 -0.2944
C -2.4951 5.3420 -0.7395
H -7.2243 4.2391 0.7326
H -7.2847 2.8682 1.8251
H -8.3501 2.9251 0.3963
H -6.7947 2.7217 -1.1773
H -6.3676 1.3766 -0.0456
H -2.9888 5.8509 -1.5674
H -1.5105 5.0621 -1.1141
H -2.4450 6.1466 -0.0058
C -1.3114 5.4462 7.4998
C -2.2184 4.9967 6.3921
O -2.0494 3.5693 6.1070
C -1.0977 3.1901 5.1663
O -0.3664 3.8550 4.4868
O -1.2121 1.8609 5.0542
C -0.4749 1.0748 4.1634
H -1.4726 6.5211 7.5811
H -0.2448 5.2382 7.4152
H -1.6195 4.9330 8.4107
H -2.1342 5.5930 5.4835
H -3.2399 5.2028 6.7117
H -0.0793 0.1648 4.6145
H 0.2887 1.6382 3.6272
H -1.0975 0.7511 3.3293
C 4.3124 -4.6380 -2.8426
C 3.3518 -4.1147 -1.7556
O 2.2240 -4.9297 -1.8720
C 1.1008 -4.4148 -2.2099
O 0.9481 -3.2765 -2.5886
O 0.1470 -5.3348 -1.9575
C -1.2358 -5.0066 -2.1480
H 4.4120 -5.7213 -2.9111
H 5.3083 -4.2307 -2.6679
H 3.9405 -4.2270 -3.7811
H 3.1913 -3.0368 -1.7740
H 3.8359 -4.3330 -0.8036
H -1.4674 -3.9479 -2.0307
H -1.7923 -5.5073 -1.3557
H -1.7002 -5.2647 -3.0998
C -4.1102 -1.2027 -0.2221
C -3.8056 -0.2528 0.9860
O -4.9354 0.1227 1.7284
C -5.7336 -0.6593 2.3535
O -5.5464 -1.8606 2.5404
O -6.7547 0.0739 2.8627
C -7.8139 -0.5835 3.6405
H -3.7624 -0.6496 -1.0946
H -5.1410 -1.5205 -0.3785
H -3.5608 -2.1440 -0.2289
H -3.1521 0.5166 0.5749
H -3.1721 -0.8576 1.6348
H -8.3966 0.1215 4.2334
H -7.3493 -1.2753 4.3431
H -8.5545 -1.1209 3.0481
C 2.2544 -2.1098 4.4712
C 3.2120 -1.0801 3.7681
O 3.1474 0.1297 4.4504
C 3.4350 1.2652 3.8464
O 3.7129 1.4493 2.6631
O 3.2030 2.3629 4.7118
C 2.7207 2.2426 6.0416
H 2.5865 -2.3044 5.4910
H 2.2453 -3.0345 3.8941
H 1.2290 -1.7431 4.5182
H 2.9321 -1.0097 2.7170
H 4.2423 -1.4358 3.7665
H 1.6437 2.0853 6.1007
H 2.9064 3.1261 6.6524
H 3.1651 1.3857 6.5480
C 2.3804 8.3772 -6.0898
C 1.3345 7.6984 -5.2475
O 1.9072 6.8078 -4.3855
C 1.0706 6.1699 -3.4188
O -0.0738 6.5066 -3.0716
O 1.7744 5.1790 -2.8273
C 1.1241 4.2782 -1.8781
H 1.8892 8.9455 -6.8797
H 2.9817 7.6119 -6.5806
H 3.1172 9.0140 -5.6003
H 0.6425 7.2203 -5.9409
H 0.7742 8.3955 -4.6245
H 0.1138 3.9863 -2.1648
H 1.0674 4.7851 -0.9147
H 1.6915 3.3565 -1.7496
C 2.1512 -7.1923 2.0003
C 1.5755 -5.8164 1.8164
O 0.2273 -5.8549 2.2439
C -0.5329 -4.7585 1.9764
O -0.0899 -3.6444 1.5925
O -1.7700 -4.9594 2.4195
C -2.6642 -3.8804 2.5805
H 2.0691 -7.6493 1.0142
H 1.6374 -7.8190 2.7293
H 3.2113 -7.1604 2.2519
H 1.6033 -5.4663 0.7845
H 2.1830 -5.1357 2.4128
H -3.6081 -4.2219 3.0053
H -2.8174 -3.3150 1.6613
H -2.3326 -3.1154 3.2826
C 4.7975 5.4144 -4.9988
C 5.2861 4.0292 -4.5692
O 4.1310 3.2191 -4.3236
C 4.3358 1.9598 -3.9340
O 5.4604 1.4064 -3.9108
O 3.1297 1.3503 -3.7469
C 2.9814 0.0249 -3.3321
H 3.9614 5.5464 -5.6857
H 5.6399 6.0636 -5.2374
H 4.5336 5.9590 -4.0922
H 6.0331 4.0564 -3.7759
H 5.7468 3.6252 -5.4707
H 1.9377 -0.2617 -3.4616
H 3.0046 -0.1713 -2.2602
H 3.4494 -0.6764 -4.0229
C -2.6677 -1.5560 -3.6901
C -3.9606 -2.2843 -3.7934
O -3.8035 -3.6783 -3.6267
C -4.5839 -4.6047 -4.2314
O -5.4278 -4.4142 -5.1023
O -4.1851 -5.7700 -3.8275
C -4.9174 -6.9071 -4.1809
H -2.8426 -0.5724 -3.2541
H -2.2081 -1.2747 -4.6376
H -1.9758 -2.1023 -3.0490
H -4.4852 -2.0544 -4.7208
H -4.6257 -1.9078 -3.0163
H -4.5246 -7.7007 -3.5452
H -4.8034 -7.0736 -5.2520
H -5.9439 -6.8828 -3.8153
C 5.6857 -0.3119 -1.1324
C 5.0395 -1.1701 -0.0281
O 5.9123 -2.2590 0.4325
C 5.4619 -3.1847 1.3294
O 4.2706 -3.3355 1.6164
O 6.4728 -4.0045 1.6757
C 6.2665 -5.1976 2.4322
H 6.5017 0.2416 -0.6678
H 4.9291 0.3106 -1.6101
H 5.9488 -0.8720 -2.0297
H 4.0832 -1.5936 -0.3353
H 4.9084 -0.4225 0.7542
H 5.3396 -5.6862 2.1318
H 6.1345 -4.9646 3.4888
H 7.0562 -5.9326 2.2761
```

Values from the calculation:
HOMO energy: -8.69 eV
SMILES: COC[C@H](C)N.CCOC(=O)OC.CCOC(=O)OC.CCOC(=O)OC.CCOC(=O)OC.CCOC(=O)OC.CCOC(=O)OC.CCOC(=O)OC.CCOC(=O)OC.CCOC(=O)OC.CCOC(=O)OC
Strongest force on any atom: 0.094 Eh/bohr
ΔE to the lowest compared entry with this formula, charge and spin: 9.61 kJ/mol
Gap between HOMO and LUMO: 9.150 eV
Multiplicity: 1
Total charge: 0

***

Below is a structure of composition C44H92InN4O9 in a non-equilibrium geometry, with properties calculated with wB97M-V/def2-TZVPD.

The geometry in XYZ format:
```
150
C44H92InN4O9 (wB97M-V/def2-TZVPD)
In -6.3154 -15.3566 32.4305
C -5.8720 -11.5807 30.3777
C -5.6687 -11.4833 31.8902
O -6.2779 -12.4277 32.6412
H -5.3999 -10.6906 29.9514
H -6.9210 -11.5166 30.0814
H -5.4303 -12.4517 29.8927
H -5.9230 -10.4579 32.2133
H -4.5756 -11.4634 32.0666
C -6.0127 -15.8936 27.1379
C -6.4184 -14.9050 28.2047
O -6.2930 -15.2765 29.5044
H -5.0298 -16.3271 27.3316
H -5.8909 -15.3725 26.1867
H -6.8186 -16.6266 27.1247
H -7.4626 -14.5938 28.0103
H -5.8223 -13.9668 28.1361
C -5.5623 -11.8372 26.3080
C -4.3087 -12.3787 25.6595
C -4.5421 -12.8384 24.2010
O -3.5902 -12.0341 23.4966
C -3.1054 -11.0561 24.2683
O -2.4065 -10.1915 23.8649
O -3.4377 -11.2545 25.5775
H -6.0938 -11.1215 25.6790
H -5.3530 -11.4004 27.2857
H -6.3331 -12.5881 26.5212
H -3.9637 -13.2525 26.2163
H -5.5793 -12.8401 23.8694
H -4.1814 -13.8622 24.0931
C -9.5994 -13.9572 31.2691
C -10.2852 -15.3281 31.2369
C -10.7128 -15.5392 29.7721
C -11.2212 -16.9359 29.4531
C -10.0112 -17.8377 29.6843
C -9.4468 -17.7792 31.1257
N -9.3077 -16.3990 31.6067
O -9.1241 -16.3100 32.9993
C -10.2975 -18.6401 32.0984
C -8.0492 -18.4191 30.9437
C -11.5324 -15.2935 32.1214
H -10.3024 -13.1263 31.2702
H -8.8364 -13.8767 30.4921
H -9.0330 -13.7960 32.1958
H -11.6148 -14.9297 29.6312
H -10.0291 -15.2274 28.9815
H -11.4834 -17.0936 28.4069
H -12.0055 -17.3291 30.1044
H -9.2865 -17.5258 28.9272
H -10.2742 -18.8840 29.5213
H -9.6648 -19.0187 32.9017
H -11.1695 -18.1905 32.5783
H -10.6999 -19.4964 31.5563
H -7.6061 -18.7491 31.8873
H -8.0652 -19.2897 30.2910
H -7.4311 -17.6312 30.5047
H -12.2755 -14.5529 31.8303
H -11.3818 -15.2027 33.1981
H -12.0969 -16.2317 32.0525
H -9.9346 -16.6526 33.4169
C -7.0578 -18.5477 24.4552
C -6.1930 -18.6981 23.1935
C -5.0905 -19.7562 23.3839
C -5.4332 -21.2393 23.2348
C -6.1866 -21.3750 21.8985
C -7.3866 -20.4388 21.6962
N -7.0254 -19.0671 22.0331
O -8.0116 -18.1133 21.7513
C -7.6944 -20.4670 20.1730
C -8.5809 -20.9971 22.4769
C -5.4931 -17.3629 22.9180
H -7.1428 -19.5200 24.9544
H -8.1206 -18.4611 24.2032
H -6.8605 -17.7161 25.1271
H -4.2122 -19.5556 22.7699
H -4.8197 -19.5563 24.4288
H -5.9987 -21.5884 24.1002
H -4.4893 -21.7780 23.1693
H -6.4666 -22.4323 21.8972
H -5.4646 -21.2986 21.0825
H -8.3801 -19.6364 19.9863
H -6.7830 -20.1966 19.6437
H -8.2611 -21.3643 19.9394
H -8.8607 -20.3626 23.3190
H -9.5023 -21.0473 21.8889
H -8.4296 -22.0229 22.8126
H -4.7979 -17.4118 22.0767
H -5.0459 -16.9097 23.7994
H -6.2594 -16.7062 22.4922
H -7.7158 -17.6686 20.9488
C -4.4395 -18.6214 31.5432
C -3.2795 -17.8879 30.9064
C -3.3721 -18.0917 29.3853
C -2.4660 -17.1524 28.5700
C -2.7755 -15.7179 29.0319
C -2.6084 -15.4346 30.5205
N -3.4110 -16.4555 31.2214
O -3.3771 -16.2352 32.6317
C -1.1106 -15.3741 30.8538
C -3.2379 -14.0342 30.7152
C -1.9588 -18.5338 31.3618
H -4.3310 -18.6492 32.6302
H -4.5441 -19.6708 31.2598
H -5.3972 -18.1723 31.2660
H -3.1750 -19.1445 29.1900
H -4.3712 -17.7550 29.0906
H -2.7387 -17.3399 27.5308
H -1.3970 -17.3535 28.6560
H -3.7581 -15.4059 28.6683
H -2.0749 -15.1287 28.4304
H -0.6026 -16.3063 30.5965
H -0.5728 -14.6756 30.2127
H -0.9647 -15.1471 31.9102
H -3.2921 -13.7703 31.7730
H -2.6568 -13.3241 30.1323
H -4.2717 -14.1019 30.3636
H -1.1539 -18.3700 30.6475
H -2.0540 -19.5971 31.5839
H -1.5720 -18.1600 32.3189
H -2.4697 -16.4979 32.8646
C -13.0466 -15.3985 24.9542
C -12.2279 -14.2462 24.3166
C -12.2236 -13.0001 25.2277
C -11.1715 -13.0418 26.3586
C -9.8188 -13.3499 25.7759
C -9.7366 -14.6292 24.9246
N -10.8257 -14.5539 23.9435
O -10.8613 -15.7082 23.1200
C -8.4191 -14.6446 24.1697
C -9.7838 -15.9189 25.7400
C -12.9548 -13.8026 23.0614
H -14.0759 -15.4077 24.5999
H -13.0628 -15.3715 26.0468
H -12.6408 -16.3798 24.7002
H -11.9739 -12.1266 24.6252
H -13.1917 -12.9097 25.7200
H -11.4133 -13.8444 27.0661
H -11.0266 -12.1483 26.9681
H -9.1181 -13.5162 26.6064
H -9.4201 -12.4936 25.2250
H -7.6368 -14.8387 24.9098
H -8.3528 -15.4816 23.4731
H -8.2215 -13.6959 23.6703
H -8.9829 -16.0779 26.4671
H -10.7251 -16.1146 26.2588
H -9.6850 -16.7138 24.9965
H -12.4820 -12.9475 22.5742
H -14.0003 -13.5630 23.2563
H -12.9787 -14.5724 22.2854
H -10.4967 -15.4215 22.2757
```

Values from the calculation:
HOMO energy: -9.81 eV
Strongest force on any atom: 0.048 Eh/bohr
Gap between HOMO and LUMO: 1.845 eV
Multiplicity: 1
Total charge: +1

***

Below is a cluster of 9 separate species, C44H94F30N4P7 in total in a non-equilibrium geometry, with properties calculated with wB97M-V/def2-TZVPD.

The geometry in XYZ format:
```
179
C44H94F30N4P7 (wB97M-V/def2-TZVPD)
C 18.4323 -2.3894 19.8897
C 17.5809 -1.2812 20.4490
N 17.2762 -0.2351 19.4928
C 17.9146 0.0121 18.2875
C 17.3234 1.1464 17.7272
N 16.3238 1.6033 18.5739
C 16.3503 0.8214 19.7343
C 15.6851 2.8525 18.4644
H 18.1469 -2.7360 18.8965
H 18.2495 -3.2777 20.4943
H 19.4814 -2.0954 19.8551
H 18.0894 -0.7331 21.2421
H 16.6043 -1.5764 20.8328
H 18.6060 -0.7089 17.8769
H 17.5004 1.7657 16.8602
H 15.7236 0.8780 20.6120
H 14.6764 2.5642 18.1684
H 16.0711 3.4868 17.6664
H 15.3853 3.3441 19.3899
C 13.3968 -2.3332 16.2614
C 12.9430 -3.8100 16.0084
N 13.4371 -4.7074 17.0679
C 12.8788 -4.9541 18.3134
C 13.5157 -6.0072 18.8800
N 14.5784 -6.4146 18.0354
C 14.6159 -5.5364 16.9494
C 15.5942 -7.3816 18.1911
H 12.8623 -1.8758 17.0940
H 13.1682 -1.8060 15.3352
H 14.4564 -2.2608 16.5066
H 13.3131 -4.2849 15.0998
H 11.8590 -3.6984 15.9866
H 11.9132 -4.5028 18.4875
H 13.2642 -6.4236 19.8443
H 15.1403 -5.6910 16.0180
H 16.5622 -6.8877 18.1072
H 15.4221 -8.0555 17.3519
H 15.5222 -7.9069 19.1435
C 16.7157 10.4244 17.1959
C 16.5105 10.5002 18.7022
C 17.8696 10.7472 19.4755
C 17.6787 11.2004 20.9215
P 19.1241 11.6514 21.9064
C 18.4569 11.4220 23.6176
C 17.1708 12.2219 23.9538
C 16.5639 11.6678 25.2452
C 15.4921 12.7220 25.6393
C 19.7974 13.3820 21.4784
C 19.9416 13.5451 19.9609
C 20.5409 15.0405 19.6742
C 19.8556 16.3018 20.2607
C 20.3008 10.1588 21.7687
C 21.4883 9.9719 20.6869
C 22.8080 10.7716 20.8178
C 23.5006 11.0579 19.4386
H 15.7886 10.3423 16.6286
H 17.3622 9.6959 16.7066
H 17.2135 11.3610 16.9448
H 16.1044 9.5057 18.8869
H 15.6944 11.1994 18.8841
H 18.5653 11.3868 18.9323
H 18.4903 9.8516 19.5042
H 17.1787 10.3903 21.4523
H 16.9566 12.0048 20.7813
H 19.2947 11.7328 24.2418
H 18.4283 10.3660 23.8863
H 16.5620 12.0896 23.0593
H 17.4010 13.2871 23.9726
H 17.4116 11.6496 25.9302
H 16.0864 10.7216 24.9907
H 14.7535 12.9444 24.8692
H 15.9052 13.6246 26.0896
H 14.9718 12.2170 26.4531
H 20.7482 13.4259 22.0096
H 19.0485 13.9972 21.9772
H 19.1062 13.4916 19.2627
H 20.7385 12.8771 19.6340
H 20.4920 15.0567 18.5855
H 21.5850 14.9262 19.9656
H 20.2882 17.2628 19.9826
H 19.9494 16.3367 21.3461
H 18.8006 16.3941 20.0027
H 19.6908 9.2563 21.7285
H 20.6661 10.1842 22.7953
H 21.1442 10.3494 19.7240
H 21.5849 8.9345 20.3666
H 23.5855 10.2173 21.3436
H 22.7326 11.7419 21.3087
H 23.6794 10.1016 18.9471
H 24.3588 11.7275 19.4951
H 22.8001 11.6559 18.8558
C 21.0225 -10.4603 22.5581
C 21.9443 -9.9729 23.6907
C 21.3359 -9.8211 25.0831
C 20.1774 -8.9003 25.3067
P 19.3571 -8.9692 27.0181
C 19.1856 -10.8206 27.4037
C 18.3886 -11.1629 28.6740
C 18.4317 -12.6436 29.0324
C 17.5232 -12.8090 30.2652
C 20.4540 -8.3162 28.2195
C 21.4332 -9.2947 28.8964
C 22.7112 -8.4766 29.5530
C 22.5018 -8.1232 31.0095
C 17.7454 -7.9924 27.0086
C 18.1225 -6.5427 26.6514
C 16.8820 -5.7035 26.9119
C 17.0721 -4.2186 26.5057
H 20.6122 -11.3917 22.9483
H 21.4808 -10.6989 21.5983
H 20.1692 -9.8491 22.2641
H 22.2916 -8.9955 23.3556
H 22.7903 -10.6590 23.7317
H 22.1367 -9.5860 25.7842
H 21.1076 -10.8302 25.4260
H 19.2936 -9.2690 24.7859
H 20.2740 -7.8872 24.9163
H 20.1969 -11.2181 27.3187
H 18.6636 -11.2598 26.5536
H 17.3551 -10.9142 28.4328
H 18.6320 -10.4748 29.4836
H 19.4639 -12.9391 29.2205
H 18.1058 -13.2571 28.1925
H 17.8174 -12.1474 31.0800
H 17.4961 -13.8233 30.6632
H 16.4812 -12.6225 30.0053
H 19.7065 -7.9688 28.9326
H 20.9609 -7.4259 27.8474
H 21.8163 -9.9356 28.1022
H 20.8725 -9.9621 29.5508
H 22.9572 -7.6473 28.8898
H 23.5256 -9.2009 29.5420
H 21.5275 -7.7001 31.2542
H 23.2194 -7.3524 31.2904
H 22.6437 -8.9802 31.6679
H 17.1985 -8.1556 27.9373
H 17.1602 -8.5296 26.2623
H 18.4114 -6.4509 25.6044
H 18.8416 -6.1464 27.3683
H 16.5645 -5.7010 27.9546
H 16.0730 -6.1072 26.3031
H 17.9624 -3.7772 26.9538
H 16.1440 -3.6805 26.6985
H 17.1549 -4.0009 25.4408
P 10.7494 0.2086 22.4742
F 11.5920 1.4336 23.1364
F 9.4773 1.0534 22.1333
F 11.4899 0.4718 21.1072
F 9.8849 -1.0334 21.6980
F 11.9211 -0.8629 22.7551
F 10.1380 -0.0962 24.0070
P 18.0901 4.3664 25.4130
F 19.4933 4.9499 25.9890
F 18.6528 2.9382 25.9608
F 17.2708 4.7935 26.7333
F 16.7254 3.7574 24.7031
F 17.5690 5.7396 24.6899
F 18.9820 4.1360 24.0718
P 10.9447 6.1073 14.1382
F 12.2500 5.3991 13.4284
F 11.7427 6.4188 15.5469
F 11.5196 7.5410 13.5118
F 9.6002 6.8076 14.7780
F 9.9986 5.7937 12.8417
F 10.5357 4.7280 14.8807
P 20.6540 5.3560 13.4351
F 21.8594 6.1964 14.1022
F 19.9208 6.7692 13.1510
F 21.3448 5.3991 11.9150
F 19.3781 4.6086 12.8165
F 21.4339 3.9557 13.7594
F 19.8992 5.2213 14.8961
P 23.1889 -3.4931 15.9407
F 23.4515 -2.1735 14.9945
F 23.0992 -2.4862 17.2667
F 21.5269 -3.5761 15.7170
F 22.9379 -4.7123 16.9264
F 23.1823 -4.5313 14.7037
F 24.7596 -3.7151 16.0882
```

Values from the calculation:
HOMO energy: -7.90 eV
Strongest force on any atom: 0.113 Eh/bohr
Gap between HOMO and LUMO: 6.759 eV
Multiplicity: 1
Total charge: -1

***

- total charge of number 3 (C44H94F30N4P7)?
  -1